(1)
A molecular structure, C16H15NPt at a distorted geometry. Source: the OMol25 dataset; level of theory: wB97M-V/def2-TZVPD.

The geometry in ORCA input format:
```
! RIJCOSX wB97M-V def2-TZVPD def2/J DEFGRID3
* xyz 0 5
C 0.93 -1.10 -1.79
C -0.47 -1.08 -2.07
C -1.17 -1.69 -0.95
C -0.18 -2.25 -0.04
C 1.13 -1.81 -0.50
Pt -0.14 -0.21 0.31
C -1.27 1.41 -0.55
C 0.18 1.72 -0.96
C 0.55 2.45 -2.05
N 1.32 0.95 -0.57
H -2.25 -1.86 -0.86
H -0.95 -0.70 -2.98
H -0.37 -2.81 0.88
H 2.09 -2.06 -0.06
H 1.74 -0.80 -2.45
H -1.94 1.04 -1.38
H 1.62 1.49 0.24
H -1.85 2.14 0.08
H -0.06 2.96 -2.77
H 1.60 2.30 -2.28
C -0.19 -0.07 2.07
C -0.23 -0.20 3.29
C -0.12 -0.12 4.68
C -1.13 0.52 5.42
C -1.03 0.62 6.81
C 0.07 0.10 7.56
C 1.09 -0.54 6.81
C 0.98 -0.63 5.41
H -2.00 0.94 4.94
H -1.80 1.10 7.42
H 0.12 0.19 8.68
H 1.94 -0.92 7.38
H 1.80 -1.09 4.90
*
```

gap between HOMO and LUMO (alpha / beta)	6.345 / 5.990	eV
DFT total energy	-792.29819	Ha
highest occupied orbital energy (alpha / beta)	-5.709 / -8.041	eV
⟨S²⟩	6.044

---

(2)
A molecular structure, C16H16BO2SbSe4V at a distorted geometry. Source: the OMol25 dataset; level of theory: wB97M-V/def2-TZVPD.

The geometry in ORCA input format:
```
! RIJCOSX wB97M-V def2-TZVPD def2/J DEFGRID3
* xyz -1 1
V -1.61 -0.88 0.54
Se -5.51 -3.08 1.96
Sb -3.32 -3.07 0.98
Se -1.71 -1.64 2.63
Se -3.25 -1.41 -1.04
Se -2.32 -5.20 0.50
O -0.93 2.14 0.17
B -1.57 1.09 0.80
O -2.70 1.56 1.47
C -2.74 2.90 1.26
C -3.66 3.83 1.69
C -3.46 5.14 1.27
C -2.39 5.50 0.47
C -1.45 4.56 0.05
C -1.65 3.26 0.45
H -4.50 3.56 2.31
H -4.16 5.90 1.58
H -2.28 6.53 0.16
H -0.62 4.83 -0.58
C 0.72 -3.36 -0.84
C 1.17 -2.06 -0.15
C 1.55 -2.38 1.30
C -0.01 -1.16 -0.26
C 2.36 -1.42 -0.85
C 2.99 -2.00 -1.94
C 4.05 -1.37 -2.57
C 4.50 -0.14 -2.13
C 3.89 0.45 -1.03
C 2.83 -0.18 -0.40
H -0.09 -3.81 -0.27
H 1.52 -4.09 -0.88
H 0.36 -3.15 -1.85
H 0.71 -2.87 1.80
H 1.79 -1.47 1.85
H 2.41 -3.05 1.33
H -0.05 -0.65 -1.23
H 2.67 -2.96 -2.31
H 4.54 -1.86 -3.40
H 5.31 0.36 -2.63
H 4.24 1.40 -0.67
H 2.36 0.29 0.45
*
```

gap between HOMO and LUMO	6.474	eV
DFT total energy	-11584.74324	Ha
highest occupied orbital energy	-4.794	eV
energy relative to the best compared isomer or geometry (same formula, charge and spin)	1.253	eV

---

(3)
A molecular structure, C16H16BiN6O15P2S at a distorted geometry. Source: the OMol25 dataset; level of theory: wB97M-V/def2-TZVPD.

The geometry in ORCA input format:
```
! RIJCOSX wB97M-V def2-TZVPD def2/J DEFGRID3
* xyz -1 1
Bi 0.07 0.19 0.43
N 3.31 2.12 -1.82
C 2.16 2.08 -1.15
S 2.18 1.83 0.68
N 1.03 2.37 -1.71
N -0.06 2.24 -0.90
C -1.01 3.09 -1.01
C -2.18 3.09 -0.17
C -3.22 3.97 -0.48
C -4.33 4.11 0.32
C -4.40 3.37 1.50
C -3.38 2.51 1.85
C -2.25 2.33 1.03
O -1.29 1.53 1.47
H 4.07 1.50 -1.48
H 3.21 2.16 -2.82
H -0.90 3.91 -1.71
H -3.14 4.55 -1.39
H -5.13 4.78 0.05
H -5.25 3.47 2.16
H -3.42 1.95 2.77
C 1.07 -2.90 3.63
C -0.29 -2.24 3.67
O -1.04 -2.59 4.82
P -0.11 -0.42 3.69
O 0.65 -0.08 5.04
O -1.49 0.29 3.88
O 0.76 0.16 2.57
P -1.37 -2.53 2.17
O -0.57 -3.46 1.16
O -2.62 -3.16 2.65
O -1.51 -1.12 1.56
H 1.53 -2.86 4.61
H 1.71 -2.36 2.93
H 0.97 -3.94 3.32
H -1.89 -2.93 4.48
H 1.12 0.76 4.96
H -1.89 0.43 3.00
H 0.11 -3.02 0.60
O 6.95 -3.00 2.49
N 5.98 -3.74 2.54
O 5.90 -4.69 3.30
C 4.88 -3.46 1.67
C 3.78 -4.32 1.63
C 2.67 -3.99 0.89
C 2.52 -2.68 0.28
O 1.40 -2.22 -0.07
C 3.77 -1.99 0.13
C 4.90 -2.36 0.83
N 3.79 -0.90 -0.74
O 3.39 0.97 0.97
O 4.88 -0.71 -1.29
N 1.64 -4.99 0.75
O 1.54 -5.83 1.63
O 0.99 -4.99 -0.28
H 3.81 -5.26 2.17
H 5.79 -1.74 0.74
*
```

gap between HOMO and LUMO	7.007	eV
DFT total energy	-3372.04654	Ha
highest occupied orbital energy	-5.533	eV
energy relative to the best compared isomer or geometry (same formula, charge and spin)	0.104	eV

---

(4)
A single C16H16Cl3N3O2S2 molecule at a distorted geometry. Source: the OMol25 dataset; level of theory: wB97M-V/def2-TZVPD.

The geometry in ORCA input format:
```
! RIJCOSX wB97M-V def2-TZVPD def2/J DEFGRID3
* xyz 0 1
C 3.90 -2.18 4.05
N 3.25 -1.53 2.85
C 1.92 -1.04 3.08
C 1.17 -0.50 2.11
C 1.75 -0.28 0.69
C 0.93 -1.00 -0.48
S 0.83 -2.74 -0.03
C -0.94 -2.73 0.02
C -1.62 -3.94 0.54
Cl -1.25 -4.14 2.29
Cl -3.34 -3.94 0.34
Cl -0.95 -5.34 -0.38
C -1.44 -1.53 -0.34
N -0.49 -0.58 -0.61
C -0.89 0.59 -1.20
C -1.24 1.68 -0.35
C -1.71 2.89 -0.84
C -1.83 3.06 -2.24
S -2.55 4.51 -3.01
N -4.21 4.17 -2.92
O -2.34 5.65 -2.08
O -2.22 4.68 -4.41
C -1.45 1.98 -3.06
C -1.05 0.68 -2.56
C 3.27 -0.72 0.61
C 3.91 -1.27 1.63
H 3.27 -2.05 4.92
H 4.05 -3.21 3.87
H 4.88 -1.66 4.18
H 1.46 -1.15 4.00
H 0.25 -0.12 2.54
H 1.57 0.82 0.43
H 1.42 -0.79 -1.38
H -2.44 -1.15 -0.25
H -1.11 1.58 0.72
H -2.10 3.66 -0.16
H -4.25 3.15 -3.05
H -4.73 4.72 -3.61
H -1.41 2.22 -4.07
H -0.91 -0.27 -3.12
H 3.77 -0.61 -0.35
H 4.88 -1.59 1.63
*
```

gap between HOMO and LUMO	7.374	eV
DFT total energy	-3110.87201	Ha
highest occupied orbital energy	-7.461	eV
energy relative to the best compared isomer or geometry (same formula, charge and spin)	0.000	eV

---

(5)
A molecular structure, C16H16CrF5N5S2Se at a distorted geometry. Source: the OMol25 dataset; level of theory: wB97M-V/def2-TZVPD.

The geometry in ORCA input format:
```
! RIJCOSX wB97M-V def2-TZVPD def2/J DEFGRID3
* xyz 1 2
Cr 0.27 -0.90 0.32
N -2.73 3.10 1.70
C -1.50 2.47 1.20
C -0.32 2.67 2.15
C 1.00 2.09 1.63
N 1.12 0.60 1.70
C 1.26 2.56 0.20
C 0.10 2.31 -0.76
N -0.03 0.85 -1.05
C -1.18 2.96 -0.20
H -2.83 2.94 2.70
H -4.58 1.45 0.87
H -2.73 4.10 1.55
H -1.69 1.40 1.15
H -0.56 2.24 3.12
H -0.16 3.74 2.29
H 1.78 2.50 2.26
H 0.84 0.29 2.62
H 2.11 0.39 1.63
H 2.17 2.10 -0.19
H 1.44 3.64 0.23
H 0.34 2.82 -1.70
H 0.70 0.62 -1.72
H -0.90 0.69 -1.56
H -2.03 2.77 -0.87
H -1.02 4.04 -0.19
S -0.99 -2.10 -1.31
C -2.28 -1.52 -0.36
S -1.88 -1.17 1.28
C -3.54 -1.18 -0.91
C -4.30 -0.31 -0.17
N -4.87 0.46 0.49
C -3.91 -1.49 -2.25
N -4.18 -1.73 -3.34
F 4.31 -4.66 -3.27
C 3.65 -4.24 -2.20
C 3.20 -2.93 -2.14
F 3.41 -2.09 -3.14
C 2.52 -2.52 -1.01
F 2.10 -1.22 -0.94
C 2.24 -3.35 0.05
Se 1.22 -2.76 1.53
C 2.71 -4.66 -0.03
F 2.47 -5.49 0.97
C 3.41 -5.10 -1.14
F 3.85 -6.35 -1.20
*
```

gap between HOMO and LUMO (alpha / beta)	6.461 / 7.439	eV
DFT total energy	-5634.40628	Ha
highest occupied orbital energy (alpha / beta)	-11.382 / -11.491	eV
⟨S²⟩	0.786

---

(6)
2 unconnected molecules or ions with the total composition C16H16F4N2O2. Source: the OMol25 dataset; level of theory: wB97M-V/def2-TZVPD.

The geometry in ORCA input format:
```
! RIJCOSX wB97M-V def2-TZVPD def2/J DEFGRID3
* xyz 0 1
C 6.68 2.16 -0.15
C 5.21 2.09 0.29
C 4.41 3.22 -0.31
F 4.98 4.43 0.09
N 3.01 3.22 0.03
C 2.05 3.31 -1.02
O 2.16 3.99 -2.00
C 0.91 2.43 -0.64
C -0.23 2.10 -1.34
C -1.12 1.23 -0.73
C -0.85 0.72 0.55
C -1.85 -0.22 1.15
F -1.40 -0.80 2.27
F -2.19 -1.21 0.29
F -3.00 0.41 1.47
C 0.29 1.06 1.25
C 1.16 1.93 0.62
C 2.46 2.48 1.11
O 2.91 2.40 2.21
H 7.12 3.08 0.24
H 6.79 2.12 -1.23
H 7.23 1.34 0.31
H 4.77 1.14 -0.02
H 5.17 2.13 1.38
H 4.49 3.22 -1.40
H -0.43 2.51 -2.32
H -2.03 0.94 -1.23
H 0.51 0.68 2.24
C -5.16 -3.18 0.50
C -5.27 -4.70 0.39
C -4.40 -5.27 -0.74
C -4.78 -4.74 -2.04
N -5.08 -4.30 -3.06
H -5.51 -2.69 -0.41
H -5.76 -2.81 1.33
H -4.12 -2.88 0.68
H -6.31 -4.98 0.22
H -4.97 -5.16 1.33
H -4.49 -6.36 -0.78
H -3.35 -5.03 -0.56
*
```

gap between HOMO and LUMO	9.770	eV
DFT total energy	-1278.80506	Ha
highest occupied orbital energy	-10.723	eV

---

(7)
A molecular structure, C16H16LaN5O3S at a distorted geometry. Source: the OMol25 dataset; level of theory: wB97M-V/def2-TZVPD.

The geometry in ORCA input format:
```
! RIJCOSX wB97M-V def2-TZVPD def2/J DEFGRID3
* xyz 2 1
La 1.14 -0.89 -1.31
N -5.97 1.36 2.51
C -4.77 1.17 1.90
C -4.26 -0.14 2.01
C -3.01 -0.40 1.56
C -2.31 0.66 0.95
C -2.79 1.95 0.77
C -4.06 2.20 1.25
S -0.88 0.21 0.15
O -0.03 1.26 -0.43
O -1.21 -0.77 -0.96
N 0.06 -0.49 1.22
C 0.13 -1.84 1.40
N 0.75 -2.58 0.45
C 0.85 -3.93 0.61
C 0.48 -4.53 1.78
C -0.13 -3.69 2.75
N -0.27 -2.38 2.59
H -6.33 0.61 3.04
H -6.61 2.11 2.23
H -4.91 -0.90 2.46
H -2.45 -1.35 1.71
H -2.13 2.74 0.36
H -4.46 3.20 1.29
H 1.28 -4.52 -0.21
H 0.45 -5.62 1.85
H -0.66 -4.08 3.61
O 2.89 0.05 0.03
C 3.72 1.16 -0.42
C 3.45 1.35 -1.88
C 4.39 2.07 -2.63
C 4.27 2.11 -4.01
C 3.09 1.59 -4.57
C 2.13 1.05 -3.77
N 2.31 0.91 -2.44
H 3.13 -0.20 0.96
H 4.84 0.93 -0.34
H 3.56 2.12 0.14
H 5.30 2.48 -2.14
H 4.99 2.60 -4.61
H 2.85 1.68 -5.64
H 1.15 0.75 -4.18
*
```

gap between HOMO and LUMO	6.438	eV
DFT total energy	-1548.10527	Ha
highest occupied orbital energy	-13.041	eV
energy relative to the best compared isomer or geometry (same formula, charge and spin)	0.000	eV

---

(8)
A single C16H16N2O2 molecule. Source: the OMol25 dataset; level of theory: wB97M-V/def2-TZVPD.

The geometry in ORCA input format:
```
! RIJCOSX wB97M-V def2-TZVPD def2/J DEFGRID3
* xyz 0 1
C -3.92 -3.36 0.28
C -3.41 -1.96 0.20
C -2.62 -1.43 1.20
C -2.15 -0.12 1.13
C -2.48 0.67 0.03
C -2.02 2.09 -0.08
O -2.76 3.02 -0.28
N -0.68 2.28 0.10
N 0.29 1.29 0.12
C 1.60 1.63 -0.03
O 1.94 2.79 -0.15
C 2.55 0.48 0.00
C 3.85 0.74 0.39
C 4.78 -0.28 0.44
C 4.41 -1.57 0.08
C 3.11 -1.84 -0.34
C 2.73 -3.24 -0.74
C 2.19 -0.81 -0.38
C -3.30 0.15 -0.96
C -3.75 -1.15 -0.88
H -4.96 -3.36 0.62
H -3.34 -3.95 0.98
H -3.89 -3.85 -0.69
H -2.36 -2.03 2.06
H -1.56 0.28 1.94
H -0.28 3.20 -0.03
H -0.04 0.34 0.23
H 4.12 1.75 0.66
H 5.79 -0.08 0.75
H 5.13 -2.37 0.12
H 1.67 -3.31 -0.95
H 2.99 -3.95 0.04
H 3.28 -3.52 -1.64
H 1.19 -1.03 -0.73
H -3.57 0.78 -1.80
H -4.38 -1.55 -1.67
*
```

gap between HOMO and LUMO	9.293	eV
DFT total energy	-879.30591	Ha
highest occupied orbital energy	-8.807	eV
energy relative to the best compared isomer or geometry (same formula, charge and spin)	0.986	eV